Record 1
C32H24IN3O4SV as an isolated structure. Source: OMol25; level of theory: ωB97M-V/def2-TZVPD.

charge = -2
DFT total energy = -3339.02807 Ha
HOMO (alpha / beta) = 0.2 / -1.6 eV
multiplicity = 4
gap between HOMO and LUMO (alpha / beta) = 4.17 / 5.96 eV

```
66
Properties=species:S:1:pos:R:3:forces:R:3:mulliken_spin:R:1
V -0.033800 0.212200 -0.711100 1.75 0.24 1.34 2.880
N 0.257200 -3.698800 0.925800 0.01 -0.09 0.48 -0.006
C -0.182400 -2.535000 0.318500 0.06 0.02 -1.04 0.004
S 0.640500 -2.075900 -1.137300 0.33 -0.74 -0.15 -0.013
N -1.233700 -1.932200 0.772600 -0.49 -0.65 1.18 0.015
N -1.539900 -0.846000 0.018900 -1.52 -0.08 0.35 -0.064
C -2.737800 -0.366100 0.023200 0.26 -1.10 0.78 0.052
C -3.173200 0.513500 -1.009900 -0.10 0.68 -0.78 0.007
C -4.473400 1.024400 -0.994600 0.20 -0.10 0.09 0.015
C -5.005000 1.702700 -2.069800 -0.44 0.15 0.00 0.002
C -4.236600 1.866000 -3.219600 0.02 -0.02 0.07 0.017
C -2.948600 1.386200 -3.270700 -0.11 0.11 -0.18 -0.006
C -2.343700 0.724000 -2.174500 -0.65 -0.02 0.02 0.027
O -1.130800 0.334200 -2.259200 -1.17 0.22 -1.79 0.066
H 1.228300 -3.882400 0.711200 -0.18 0.08 0.04 -0.001
H 0.054500 -3.727400 1.916400 -0.05 0.02 -0.02 0.000
H -3.476800 -0.735500 0.745600 0.15 -0.10 -0.15 0.002
H -5.086100 0.863300 -0.113600 0.03 -0.06 0.07 -0.001
H -6.021200 2.077700 -2.027800 0.00 0.03 0.00 0.002
H -4.664100 2.374900 -4.074600 0.02 0.05 -0.10 0.003
H -2.349600 1.512600 -4.162100 0.12 -0.01 -0.03 0.003
I 3.455900 -0.375300 -0.101400 0.24 0.69 -0.39 0.006
C 3.629000 1.340500 -1.362600 0.84 -0.78 0.46 -0.027
C 4.928900 1.655500 -1.707500 -0.34 -0.44 0.33 0.019
C 5.205500 2.817500 -2.421000 -0.09 0.54 -0.32 -0.014
C 4.176800 3.656500 -2.751500 0.38 -0.06 -0.01 0.016
C 2.844000 3.341900 -2.414100 0.20 -0.16 0.13 -0.015
C 1.840500 4.268800 -2.725600 -0.65 0.25 -0.09 0.071
C 0.538700 3.988100 -2.391000 0.40 0.54 -0.27 -0.055
C 0.223400 2.778200 -1.785200 0.14 -0.39 0.05 -0.058
C 1.143400 1.776300 -1.442800 0.51 0.92 -0.46 0.058
C 2.511000 2.117300 -1.730000 -0.22 0.57 -0.28 -0.004
H 5.746100 1.016800 -1.403900 -0.06 -0.08 0.08 0.004
H 6.229400 3.061500 -2.680000 0.02 0.01 -0.02 -0.001
H 4.370800 4.593200 -3.263000 0.00 0.02 -0.04 0.000
H 2.106900 5.192300 -3.229600 0.03 0.00 0.01 0.007
H -0.254000 4.696900 -2.616900 0.04 0.01 -0.01 -0.004
H -0.836400 2.620800 -1.610900 -0.04 -0.10 -0.07 0.020
O -1.065000 2.201800 0.806000 0.11 0.31 -0.26 -0.011
C -0.592800 2.174400 2.154100 0.12 -1.10 -0.01 -0.007
C 0.124600 0.736800 2.341200 -0.60 0.74 0.12 0.008
O 0.224200 0.287400 3.476800 0.06 -0.10 0.67 0.012
O 0.588700 0.282400 1.282400 0.43 -0.36 0.01 -0.034
C 0.526100 3.160600 2.357700 0.40 0.53 0.08 -0.006
C 1.596400 3.149400 1.460000 -0.21 -0.24 -0.03 -0.017
C 2.626000 4.059200 1.558100 0.13 0.27 0.08 0.000
C 2.608000 5.019900 2.559600 0.01 -0.01 0.04 0.000
C 1.576500 5.011600 3.487100 0.23 0.28 0.12 0.000
C 0.553100 4.085400 3.401600 -0.20 -0.21 -0.17 0.001
C -1.779200 2.504900 3.039900 -0.20 0.01 -0.08 0.003
C -2.131300 1.812000 4.190800 0.13 -0.13 -0.02 -0.001
C -3.202800 2.232700 4.962700 -0.22 0.21 0.11 0.000
C -3.930900 3.358700 4.609700 -0.04 -0.11 0.16 0.000
C -3.608400 4.037300 3.445800 -0.08 0.18 0.00 0.000
C -2.549600 3.611900 2.668300 0.13 -0.09 0.03 -0.004
H -0.643200 2.935800 0.337500 0.04 -0.12 -0.03 0.004
H 1.613400 2.406700 0.675900 -0.02 -0.06 0.05 0.024
H 3.438900 4.020100 0.845600 0.03 0.00 -0.10 0.000
H 3.391200 5.766100 2.615600 0.04 0.00 0.05 0.000
H 1.563300 5.746500 4.285600 0.01 -0.02 0.00 0.000
H -0.238500 4.092800 4.138300 -0.03 0.01 0.01 0.000
H -1.549300 0.950200 4.478300 0.10 -0.04 -0.05 0.001
H -3.474600 1.686600 5.857800 0.06 -0.05 0.03 0.000
H -4.735800 3.712100 5.242600 -0.09 -0.04 -0.02 0.000
H -4.181500 4.910300 3.154500 0.02 0.00 -0.04 0.000
H -2.296800 4.155600 1.767200 -0.01 -0.05 -0.03 0.001
```
Positions in Å, forces in eV/Å.

=====

Record 2
C32H24KN3O6PS2 as an isolated structure. Source: OMol25; level of theory: ωB97M-V/def2-TZVPD.

charge = -1
DFT total energy = -3587.20659 Ha
ΔE to the lowest compared entry with this formula, charge and spin = 65.6 kcal/mol
HOMO = -4.0 eV
multiplicity = 1
gap between HOMO and LUMO = 5.77 eV

```
69
Properties=species:S:1:pos:R:3:forces:R:3:nbo_charge:R:1
K 1.016638 0.728342 -1.258723 1.97 -0.16 2.35 0.890
C 2.239004 1.343578 2.703578 0.06 -0.03 -0.03 -0.665
C 3.376897 1.208663 1.743991 0.13 0.00 0.06 0.091
N 3.253624 1.201373 0.456699 0.07 0.04 -0.10 -0.446
C 4.472694 1.087837 -0.184999 -0.13 0.02 -0.06 0.093
C 5.538494 0.992445 0.649346 0.12 -0.01 0.07 -0.432
S 5.018767 1.058771 2.278791 -0.04 0.00 0.00 0.399
C 4.501945 1.102520 -1.660076 -0.09 0.03 0.04 0.102
C 5.593565 1.031206 -2.466141 0.14 -0.05 -0.06 -0.441
S 5.111026 1.090873 -4.106906 -0.06 0.03 0.02 0.413
C 3.453304 1.218476 -3.618147 0.33 -0.03 -0.05 0.108
N 3.309150 1.210564 -2.331955 0.26 0.12 -0.14 -0.469
C 2.332997 1.298821 -4.600195 -0.03 -0.06 0.06 -0.677
H 1.343919 1.635246 2.156823 0.01 0.00 0.00 0.257
H 2.457338 2.094048 3.463332 -0.02 0.02 -0.01 0.229
H 2.036997 0.400816 3.215432 -0.02 0.00 -0.02 0.239
H 6.582452 0.898014 0.400899 -0.01 0.00 -0.03 0.236
H 6.632647 0.946305 -2.194160 -0.02 0.00 0.04 0.234
H 2.698786 1.443879 -5.614835 0.00 0.02 0.01 0.223
H 1.662736 2.117605 -4.335601 0.02 0.02 -0.01 0.260
H 1.748334 0.376945 -4.561305 0.01 0.00 0.00 0.270
O -1.482040 2.713051 -0.463107 -3.17 1.32 7.06 -0.531
N -1.332503 1.842986 0.565351 -0.88 1.54 -0.05 -0.128
C -1.545150 2.284644 1.744192 0.12 -0.11 0.34 -0.016
C -1.373526 1.366259 2.888910 -0.17 0.71 -0.22 -0.076
C -1.563278 1.854460 4.177713 0.01 -0.05 0.29 -0.198
C -1.389458 1.033494 5.285439 0.03 -0.05 -0.24 -0.220
C -1.013568 -0.292320 5.095622 0.00 0.12 -0.08 -0.248
C -0.822291 -0.780994 3.806182 -0.02 -0.17 0.21 -0.158
C -1.007857 0.031635 2.696929 0.03 -0.07 -0.43 -0.328
P -0.786896 -0.467271 0.945316 0.40 -1.35 -0.05 0.871
C -2.537496 -0.711766 0.454080 0.04 0.13 -0.06 -0.343
C -3.499205 -1.237315 1.315302 0.02 0.05 -0.01 -0.154
C -4.802674 -1.419342 0.878741 -0.04 0.00 -0.07 -0.245
C -5.159346 -1.071453 -0.419898 0.01 -0.02 0.07 -0.208
C -4.208211 -0.546647 -1.281485 0.06 0.02 0.00 -0.204
C -2.903024 -0.367589 -0.842691 -0.08 -0.09 0.04 -0.176
C -0.252571 -2.225217 1.129304 -0.14 -0.07 0.38 -0.356
C -1.011603 -3.341645 0.794276 0.05 -0.14 0.02 -0.214
C -0.485934 -4.621513 0.930993 0.03 0.00 -0.06 -0.195
C 0.804940 -4.805475 1.401620 0.00 -0.01 0.02 -0.231
C 1.587357 -3.698091 1.706997 -0.02 0.00 -0.02 -0.237
C 1.064690 -2.424589 1.553002 -0.04 -0.05 0.03 -0.160
H -1.100141 2.212514 -1.253921 -0.89 0.03 0.33 0.437
H -1.844435 3.317953 1.924330 0.02 -0.02 -0.06 0.177
H -1.845653 2.893080 4.308097 -0.02 -0.01 0.01 0.207
H -1.547461 1.423535 6.282830 0.01 0.00 0.01 0.206
H -0.876873 -0.948552 5.946100 0.00 -0.01 -0.01 0.206
H -0.540441 -1.819266 3.671371 0.00 0.04 -0.03 0.214
H -3.231793 -1.510269 2.330138 0.03 0.02 -0.01 0.203
H -5.543111 -1.838624 1.549328 0.00 0.02 0.02 0.203
H -6.180066 -1.209651 -0.754486 0.00 0.00 -0.01 0.206
H -4.472314 -0.271204 -2.294553 0.00 -0.01 0.00 0.224
H -2.161733 0.040007 -1.515453 -0.04 -0.02 0.00 0.232
H -2.018173 -3.217694 0.417015 0.00 -0.01 0.04 0.226
H -1.090551 -5.479344 0.664108 -0.01 -0.01 0.00 0.206
H 1.205332 -5.804503 1.520294 0.01 -0.01 -0.02 0.204
H 2.604467 -3.829748 2.055240 0.02 0.00 0.00 0.204
H 1.685427 -1.559669 1.770907 0.01 0.01 0.00 0.192
O -2.790702 1.239461 -6.153565 0.18 -0.04 0.26 -0.534
C -2.103568 1.125432 -5.160706 -0.22 0.06 -0.31 0.374
C -1.532183 -0.162235 -4.612158 -0.17 -0.42 -0.19 0.356
O -1.723476 -1.279252 -5.062104 0.12 0.35 0.09 -0.557
C -0.714008 0.197274 -3.434262 0.31 0.40 0.23 0.242
C -0.913732 1.600142 -3.149519 -0.60 -1.23 -1.76 0.242
O -0.469490 2.204989 -2.106189 3.33 -0.05 -6.70 -0.783
C -1.648614 2.234946 -4.246173 0.24 0.25 0.29 0.328
O -1.842820 3.431158 -4.410475 -0.07 -0.16 -0.02 -0.596
O 0.034423 -0.592131 -2.784860 -1.21 -0.80 -1.44 -0.777
```
Positions in Å, forces in eV/Å.

=====

Record 3
C32H24N9RuS as an isolated structure. Source: OMol25; level of theory: ωB97M-V/def2-TZVPD.

charge = +2
DFT total energy = -2219.28643 Ha
HOMO (alpha / beta) = -13.2 / -13.2 eV
multiplicity = 2
gap between HOMO and LUMO (alpha / beta) = 6.75 / 6.08 eV

```
67
Properties=species:S:1:pos:R:3:forces:R:3:mulliken_spin:R:1
Ru -0.380718 -0.003183 0.000166 0.18 0.01 0.00 1.139
C 4.555567 2.418851 4.248098 -0.02 -0.04 -0.04 0.001
C 3.785192 1.742783 3.148193 0.05 0.06 0.10 -0.008
C 4.149779 1.889335 1.811807 -0.03 -0.03 -0.07 0.005
C 3.411248 1.299492 0.807025 0.04 -0.01 0.02 -0.012
C 2.292954 0.511298 1.088414 -0.12 0.07 -0.22 -0.027
N 1.519901 -0.001717 0.000293 -0.12 0.00 0.00 -0.039
C 2.293673 -0.512789 -1.088492 -0.12 -0.07 0.22 -0.027
C 3.412943 -1.299942 -0.808096 0.04 0.01 -0.03 -0.012
C 4.152484 -1.887312 -1.813671 -0.03 0.04 0.08 0.005
C 3.788112 -1.739009 -3.149927 0.05 -0.06 -0.10 -0.007
C 4.559928 -2.412042 -4.250704 -0.02 0.04 0.04 0.001
C 2.653988 -0.994191 -3.428531 -0.01 0.00 -0.06 0.004
C 1.921050 -0.380744 -2.419434 -0.08 0.09 -0.12 -0.016
N 0.764829 0.362921 -2.795300 -0.04 -0.05 0.10 -0.003
C 0.528733 0.946513 -3.983907 0.08 0.03 -0.05 0.017
C -0.794355 1.321016 -4.025582 0.00 -0.03 0.02 -0.001
C -1.309724 0.920298 -2.798634 -0.05 0.02 0.03 0.022
N -0.366428 0.343035 -2.050043 0.04 0.06 -0.09 -0.027
C 1.920303 0.380449 2.419506 -0.08 -0.09 0.12 -0.016
C 2.652074 0.996710 3.427779 -0.01 0.00 0.05 0.004
N 0.765441 -0.365063 2.796047 -0.04 0.06 -0.10 -0.003
C 0.530071 -0.947305 3.985482 0.08 -0.03 0.05 0.017
C -0.792243 -1.324340 4.027278 0.00 0.03 -0.02 -0.001
C -1.308052 -0.926491 2.799596 -0.04 -0.02 -0.03 0.022
N -0.365676 -0.348470 2.050443 0.04 -0.06 0.09 -0.027
H 5.592356 2.577944 3.958146 0.00 0.00 0.00 0.000
H 4.542225 1.828427 5.162946 0.00 0.01 0.00 0.000
H 4.122026 3.394478 4.474812 0.00 0.00 0.00 -0.001
H 5.015140 2.485971 1.553273 0.00 0.00 0.00 0.000
H 3.698784 1.445604 -0.224533 0.02 -0.01 -0.03 0.002
H 3.700466 -1.447219 0.223288 0.02 0.01 0.03 0.002
H 5.018648 -2.483105 -1.555884 0.00 0.00 0.00 0.000
H 5.596871 -2.569963 -3.960720 0.00 0.00 0.00 0.000
H 4.545926 -1.820137 -5.164585 0.00 -0.01 0.00 0.000
H 4.127986 -3.387971 -4.479147 0.00 0.00 0.00 -0.001
H 2.316910 -0.911093 -4.453870 0.01 0.01 0.01 0.000
H 1.315042 1.058127 -4.709978 -0.01 0.00 -0.01 0.001
H -1.309445 1.817315 -4.828131 0.00 0.00 -0.01 0.000
H -2.311005 1.039976 -2.420240 0.02 0.00 -0.01 0.001
H 2.315012 0.914563 4.453192 0.01 -0.01 0.00 0.000
H 1.316344 -1.056394 4.711972 -0.01 0.00 0.01 0.001
H -1.306586 -1.820495 4.830403 0.00 0.00 0.01 0.000
H -2.308965 -1.048765 2.421126 0.02 0.00 0.01 0.001
S -7.950656 0.003087 -0.001453 -0.11 0.00 -0.01 0.000
N -6.921210 -1.224644 -0.112425 0.14 0.05 0.00 0.000
C -5.703248 -0.699980 -0.064724 0.13 -0.37 -0.03 0.000
C -4.455013 -1.449073 -0.137131 -0.50 -0.31 -0.06 0.004
C -4.371896 -2.842003 -0.266554 -0.13 0.16 0.03 0.002
C -3.130909 -3.428950 -0.324300 0.25 -0.02 0.00 -0.001
C -1.987466 -2.629315 -0.249276 -0.10 -0.04 -0.08 0.001
N -2.063158 -1.308537 -0.133867 0.16 -0.05 0.20 -0.023
C -3.277615 -0.729523 -0.076840 0.13 0.79 0.06 0.005
C -3.276425 0.727866 0.077296 0.13 -0.78 -0.06 0.005
N -2.061107 1.304971 0.135473 0.17 0.04 -0.20 -0.023
C -1.983352 2.625528 0.251865 -0.10 0.04 0.08 0.002
C -3.125550 3.426837 0.326862 0.25 0.02 0.00 -0.001
C -4.367438 2.841973 0.267441 -0.13 -0.15 -0.03 0.002
C -4.452684 1.449335 0.137107 -0.50 0.31 0.06 0.004
C -5.702128 0.702336 0.063342 0.14 0.37 0.03 0.000
N -6.919234 1.229193 0.109124 0.14 -0.05 0.01 0.000
H -5.281145 -3.427417 -0.313197 0.01 -0.01 -0.01 0.000
H -3.023013 -4.500054 -0.417822 0.02 0.01 -0.01 0.000
H -0.994272 -3.057590 -0.288312 0.01 -0.02 0.04 0.004
H -0.989503 3.052211 0.291796 0.01 0.02 -0.04 0.003
H -3.015975 4.497667 0.421642 0.02 -0.01 0.01 0.000
H -5.275807 3.428724 0.314044 0.01 0.01 0.01 0.000
```
Positions in Å, forces in eV/Å.

=====

What are the maximum force values for these records? In order: 2.223; 7.848; 0.803 eV/A.